Computed, not measured: a molecular structure, C3H11NO2 in a non-equilibrium geometry, with ωB97M-V/def2-TZVPD.

CARTESIAN COORDINATES (ANGSTROEM)
O  -2.9733  0.4164  -1.0102
O  -2.8002  0.0912  1.3800
N  0.2347  -1.7791  0.0096
C  1.6797  0.1532  0.4547
C  0.3026  -0.1572  0.1132
C  2.5724  0.7670  -0.7426
H  1.8266  0.7185  1.3981
H  3.6132  0.4294  -0.9044
H  -3.5384  -0.5778  1.6077
H  2.3830  1.8552  -0.8110
H  -2.8723  0.2467  0.1773
H  1.2500  -1.7778  0.2657
H  -0.5680  0.1090  0.6649
H  -2.9443  1.3541  -0.8606
H  1.9074  0.3970  -1.6191
H  -0.0305  -2.2668  0.8248
H  -0.0427  0.0211  -0.9480

Gap between HOMO and LUMO = 3.21 eV